Record 1
The following is a DFT calculation (ωB97M-V with the def2-TZVPD basis set) of 2 unconnected molecules or ions with the total composition C5H11N2OS in a non-equilibrium geometry.

Each line ends with the natural charge from an NBO analysis.
Cartesian coordinates (Å):
N: 0.200558 -0.466948 -0.143802  -0.60
N: -0.678358 0.613111 0.367116  -0.54
H: -0.198215 -1.509598 2.161918  0.23
H: 0.607031 1.491390 -1.795979  0.21
H: -1.443491 -0.890552 3.224189  0.17
O: 0.382221 -1.859448 -2.709713  -0.55
C: 1.498286 -0.013286 -0.542807  -0.21
C: -1.063567 0.448726 1.736218  -0.20
H: -2.066028 0.952565 1.957951  0.16
H: -1.996294 -1.539929 1.655250  0.19
H: 2.080270 -0.718766 -1.221567  0.18
S: -2.017836 -0.656030 -2.527304  -0.17
C: 1.589320 1.408634 -1.371005  -0.66
H: -1.506412 0.460839 -0.227788  0.33
H: 2.327777 0.090512 0.223696  0.11
H: 1.825369 2.334762 -0.866465  0.18
H: -0.209254 0.850887 2.271531  0.16
C: -1.180294 -1.025427 2.213344  -0.63
C: -0.564307 -1.219842 -2.377649  0.45
H: 2.413223 1.248400 -2.027135  0.18

Force components x, y, z for each atom (eV/Å):
N -0.05 -0.23 -0.46
N 0.11 -0.43 -2.60
H -0.54 -0.11 -0.34
H -0.23 0.27 -0.86
H -0.59 -0.42 1.60
O -1.47 1.20 0.58
C 1.87 1.97 -0.56
C -0.18 -1.23 0.23
H 1.49 -0.18 -0.33
H 0.79 0.03 0.37
H -1.57 0.17 0.49
S -1.59 0.74 -0.04
C -0.34 -1.91 1.41
H 0.16 0.31 0.29
H -0.86 0.01 0.40
H -0.18 0.06 0.84
H -0.27 0.54 0.83
C -0.14 0.76 -1.15
C 3.27 -1.58 0.52
H 0.31 0.03 -1.22

Results
energy relative to the best compared isomer or geometry (same formula, charge and spin)	209.7	kJ/mol
charge	-1
multiplicity	1
max |F|	3.67	eV Å⁻¹
Kohn-Sham gap	5.857	eV

Record 2
The following is a DFT calculation (ωB97M-V with the def2-TZVPD basis set) of C5H11N3 in the gas phase in a non-equilibrium geometry.

Each line ends with the natural charge from an NBO analysis.
Cartesian coordinates (Å):
H: 2.086644 -1.970924 0.329010  0.22
H: 0.411783 -2.092915 -1.635998  0.23
N: -0.625899 1.439292 0.123899  -0.49
H: 2.881830 -0.491169 -0.264833  0.24
N: -1.136992 -1.387555 1.106739  -0.64
H: -0.218394 3.394735 -0.577228  0.20
H: 2.554051 -0.698025 1.475466  0.24
H: -0.922303 -0.964696 -1.978405  0.24
C: -0.883539 2.875671 0.119106  -0.41
N: 0.717292 1.067826 0.309893  -0.24
C: -0.543059 -1.706239 -1.271103  -0.69
H: -1.240708 -2.546860 -1.230549  0.22
C: -0.390036 -1.083826 0.085554  0.29
H: -1.834389 -2.092788 0.847730  0.33
H: -1.921213 3.073567 -0.164163  0.20
C: 0.849246 -0.221711 0.297916  0.18
H: -0.726890 3.282077 1.123522  0.17
C: 2.175304 -0.890503 0.468312  -0.66
H: -1.232728 1.014042 0.835129  0.37

Force components x, y, z for each atom (eV/Å):
H 0.04 0.13 0.03
H 0.00 0.17 -0.04
N -0.80 0.25 0.03
H 0.01 -0.06 0.16
N 1.31 0.59 -1.36
H -0.12 -0.20 0.08
H 0.06 -0.09 -0.14
H 0.13 -0.02 -0.02
C 0.57 0.05 0.42
N -0.19 -1.45 -0.15
C -0.08 -0.07 -0.11
H -0.02 0.15 0.01
C -0.38 -1.39 1.76
H 0.05 0.28 -0.10
H 0.16 -0.23 -0.06
C -1.30 1.51 0.00
H 0.05 0.31 -0.06
C 0.04 0.09 0.01
H 0.49 -0.02 -0.44

Results
energy relative to the best compared isomer or geometry (same formula, charge and spin)	186.4	kJ/mol
charge	0
multiplicity	1
max |F|	2.27	eV Å⁻¹
Kohn-Sham gap	9.402	eV

Record 3
The following is a DFT calculation (ωB97M-V with the def2-TZVPD basis set) of C5H11N3 in the gas phase in a non-equilibrium geometry.

Each line ends with the natural charge from an NBO analysis.
Cartesian coordinates (Å):
N: -1.942927 -1.201033 -0.387096  -0.83
H: 2.746712 -1.797187 -0.136819  0.22
H: -3.202186 0.502052 0.783632  0.25
H: -1.181845 0.513604 1.497509  0.22
H: 2.965338 1.146421 -0.727517  0.22
N: 0.920677 0.996077 -0.855222  -0.63
H: 0.540719 1.959676 -0.482399  0.40
H: -1.689719 -1.535422 0.484400  0.34
H: -1.864561 0.056886 -1.682905  0.23
C: -1.398075 0.045990 -0.650002  -0.11
H: -2.206962 2.063681 0.478466  0.22
C: 2.142340 -0.924905 0.288721  -0.26
C: 2.326854 0.658211 -0.095600  -0.26
H: 2.021374 -1.047861 1.543853  0.19
C: 0.193148 -0.111212 -0.651975  0.41
H: 2.214702 0.953654 0.964907  0.20
C: -2.026207 0.934608 0.601175  -0.65
H: -1.296724 -1.976364 -0.815466  0.37
N: 0.737334 -1.236884 -0.157671  -0.54

Force components x, y, z for each atom (eV/Å):
N 0.14 -5.45 -1.57
H -0.11 1.76 0.68
H 3.69 0.90 -0.37
H -2.97 1.82 -2.17
H 2.59 0.47 -0.93
N 2.74 2.23 2.46
H 0.58 -2.78 -1.11
H 0.11 -0.10 3.14
H 1.05 2.12 0.71
C 0.02 0.46 -0.80
H 1.08 -1.67 0.30
C -1.49 -0.84 0.67
C -4.64 -2.21 1.98
H 0.99 0.33 -3.51
C -1.83 -1.97 2.61
H 0.52 1.35 -1.03
C -0.01 -1.71 0.31
H -1.63 1.86 -0.21
N -0.83 3.45 -1.17

Results
energy relative to the best compared isomer or geometry (same formula, charge and spin)	485.4	kJ/mol
charge	0
multiplicity	1
max |F|	5.67	eV Å⁻¹
Kohn-Sham gap	9.534	eV